Entry 1:
Entry from OMol25: a structure of composition C28H45Cl2GaN2P in a non-equilibrium geometry (the ωB97M-V functional and the def2-TZVPD basis).

ORCA input file:
```
! RIJCOSX wB97M-V def2-TZVPD def2/J DEFGRID3
* xyz -1 1
P 0.148 -0.920 -0.793
C 1.695 -0.326 -1.746
C 1.915 -0.802 -3.187
C 3.288 -0.366 -3.725
C 3.569 1.129 -3.528
C 3.236 1.636 -2.119
C 1.833 1.201 -1.664
C -1.278 -0.046 -1.670
C -1.105 0.075 -3.178
C -2.395 0.567 -3.837
C -2.871 1.891 -3.223
C -2.891 1.883 -1.689
C -1.603 1.322 -1.052
C -0.037 -2.601 -1.613
C 1.162 -3.490 -1.255
C 1.077 -4.814 -2.037
C -0.257 -5.539 -1.826
C -1.469 -4.621 -2.027
C -1.357 -3.295 -1.254
H 2.487 -0.772 -1.116
H 1.151 -0.377 -3.847
H 1.825 -1.892 -3.272
H 3.338 -0.606 -4.795
H 4.068 -0.955 -3.225
H 4.621 1.335 -3.752
H 2.972 1.700 -4.252
H 3.970 1.242 -1.402
H 3.307 2.731 -2.089
H 1.661 1.544 -0.634
H 1.079 1.682 -2.306
H -2.132 -0.716 -1.475
H -3.173 -0.200 -3.719
H -0.810 -0.884 -3.626
H -0.310 0.803 -3.390
H -2.227 0.693 -4.914
H -3.871 2.130 -3.604
H -2.203 2.692 -3.566
H -3.074 2.899 -1.316
H -3.730 1.259 -1.349
H -1.727 1.237 0.040
H -0.770 2.024 -1.220
H -0.040 -2.463 -2.706
H 2.112 -2.991 -1.499
H 1.166 -3.669 -0.168
H 1.186 -4.586 -3.107
H 1.915 -5.464 -1.761
H -0.282 -5.954 -0.809
H -0.324 -6.387 -2.517
H -2.393 -5.137 -1.746
H -1.548 -4.375 -3.095
H -2.217 -2.658 -1.509
H -1.399 -3.455 -0.167
Ga -0.118 -0.069 2.539
Cl -1.585 -1.502 1.726
Cl 1.900 -0.092 1.664
C -0.980 1.549 3.238
H -1.781 1.406 3.996
C -0.720 2.890 2.875
C -1.291 3.959 3.662
C -1.218 5.274 3.237
C -0.571 5.599 2.029
C 0.067 4.591 1.282
C 0.059 3.272 1.715
H -1.803 3.741 4.603
H -1.645 6.080 3.832
H 0.594 4.856 0.368
H 0.635 2.513 1.173
H -0.525 6.622 1.678
C 1.168 -1.029 7.714
N 0.210 -0.227 6.943
C -0.936 0.355 7.659
C 0.222 -0.310 5.640
N 0.379 -0.600 4.510
H 0.884 -0.968 8.769
H 2.188 -0.630 7.588
H 1.180 -2.078 7.366
H -0.978 1.437 7.456
H -1.871 -0.149 7.347
H -0.753 0.191 8.727
*
```

Entry 2:
Entry from OMol25: a cluster of 11 separate species, C28H78F6N2O20P in total in a non-equilibrium geometry (the ωB97M-V functional and the def2-TZVPD basis).

ORCA input file:
```
! RIJCOSX wB97M-V def2-TZVPD def2/J DEFGRID3
* xyz -1 1
P -0.176 1.217 0.448
F 0.671 -0.080 0.826
F 0.923 1.731 -0.635
F -0.881 0.350 -0.750
F -1.099 2.501 0.039
F -1.371 0.761 1.448
F 0.558 2.064 1.578
C 3.602 0.464 0.512
O 3.713 -0.748 1.234
C 4.652 -0.657 2.288
C 4.742 -2.021 2.982
N 5.676 -2.971 2.382
C 5.171 -3.502 1.103
C 6.063 -4.577 0.542
O 6.269 -5.608 1.487
C 6.830 -6.743 0.896
H 3.008 0.224 -0.363
H 4.605 0.789 0.191
H 3.184 1.318 1.055
H 4.368 0.091 3.039
H 5.635 -0.430 1.848
H 3.748 -2.472 2.991
H 5.024 -1.870 4.027
H 6.542 -2.485 2.167
H 5.085 -2.686 0.375
H 4.157 -3.885 1.249
H 7.049 -4.135 0.313
H 5.633 -4.957 -0.392
H 7.035 -7.452 1.701
H 7.794 -6.528 0.411
H 6.159 -7.209 0.165
C -3.304 -1.898 -0.332
O -4.169 -2.204 -1.408
C -5.530 -2.122 -1.061
C -6.325 -2.577 -2.268
N -5.992 -1.751 -3.424
C -6.918 -1.932 -4.532
C -6.477 -1.149 -5.742
O -5.458 -1.844 -6.419
C -5.001 -1.149 -7.558
H -2.313 -2.261 -0.591
H -3.597 -2.392 0.602
H -3.270 -0.819 -0.167
H -5.812 -1.100 -0.782
H -5.732 -2.828 -0.241
H -7.387 -2.445 -2.053
H -6.092 -3.639 -2.429
H -5.058 -1.976 -3.747
H -7.905 -1.534 -4.279
H -7.004 -2.995 -4.805
H -6.141 -0.149 -5.429
H -7.332 -1.004 -6.423
H -4.798 -0.100 -7.324
H -5.756 -1.208 -8.354
H -4.103 -1.660 -7.895
C -0.076 0.848 -4.147
C -0.839 2.140 -4.017
O -1.871 2.242 -4.995
O 0.992 0.782 -3.218
H 0.330 0.737 -5.152
H -0.757 0.005 -3.961
H -0.171 2.997 -4.137
H -1.262 2.219 -3.006
H -2.691 1.928 -4.589
H 0.628 0.963 -2.340
C 1.176 -2.597 -2.002
C 2.605 -2.323 -1.639
O 3.427 -3.370 -2.186
O 0.886 -3.956 -1.667
H 1.004 -2.438 -3.074
H 0.483 -1.904 -1.507
H 2.738 -2.362 -0.556
H 2.893 -1.382 -2.099
H 2.953 -4.185 -1.988
H -0.036 -4.126 -1.878
C 1.601 0.622 4.516
C 0.182 0.949 4.904
O -0.334 -0.116 5.713
O 1.655 -0.612 3.823
H 2.206 0.602 5.430
H 1.971 1.426 3.871
H -0.446 1.043 4.010
H 0.149 1.900 5.449
H -1.001 0.247 6.301
H 2.159 -0.503 3.011
C 3.433 4.216 -2.531
C 3.575 3.816 -1.087
O 4.188 4.792 -0.260
O 4.667 4.330 -3.224
H 2.882 5.164 -2.591
H 2.820 3.464 -3.029
H 4.133 2.874 -1.002
H 2.577 3.582 -0.709
H 5.076 4.971 -0.581
H 5.194 5.002 -2.781
C 2.374 4.299 3.194
C 0.935 4.653 3.389
O 0.850 5.818 4.204
O 3.034 3.915 4.386
H 2.882 5.159 2.728
H 2.454 3.539 2.415
H 0.376 3.809 3.812
H 0.491 4.798 2.394
H -0.080 6.036 4.305
H 3.116 4.709 4.922
C -4.121 1.353 -1.376
C -4.374 2.343 -2.494
O -4.355 1.703 -3.770
O -3.920 2.011 -0.140
H -3.258 0.734 -1.641
H -4.982 0.678 -1.286
H -3.620 3.130 -2.481
H -5.335 2.851 -2.349
H -4.979 0.969 -3.769
H -2.998 1.873 0.097
C -3.211 2.712 4.160
C -3.085 3.489 5.438
O -3.684 4.781 5.335
O -2.322 3.275 3.226
H -4.252 2.749 3.813
H -2.998 1.651 4.366
H -2.019 3.576 5.670
H -3.610 2.961 6.233
H -3.050 5.338 4.878
H -2.370 2.808 2.386
C -0.285 -2.777 1.539
C 1.177 -3.114 1.727
O 1.388 -3.761 2.996
O -0.848 -1.883 2.462
H -0.843 -3.720 1.614
H -0.446 -2.430 0.508
H 1.826 -2.246 1.626
H 1.475 -3.822 0.943
H 1.342 -4.706 2.836
H -0.671 -1.003 2.125
*
```

Calculated E, -4390.0326 -3668.6338 hartree (same order as the records).
Calculated Kohn-Sham gap, 0.1453 0.3217 hartree (same order as the records).
Calculated HOMO level, -1.71 -6.56 eV (same order as the records).